Entry from the Open Molecules 2025 dataset: a structure of composition C21H20PPdSe3Te (wB97M-V/def2-TZVPD).

Atoms and positions in Å:
1 Pd 3.04754 -0.01321 0.71049
2 Se 4.28102 -1.38491 -0.92047
3 Se 5.87646 -0.21364 0.47195
4 Te 4.80038 -0.31797 2.87868
5 Se 3.07678 1.49822 2.57056
6 C -1.09820 -0.15321 -3.52860
7 C -1.89281 -0.86839 -2.47171
8 C -3.15183 -1.37455 -2.78113
9 C -3.91737 -2.03925 -1.83525
10 C -3.42049 -2.20718 -0.55240
11 C -2.16925 -1.70487 -0.22747
12 C -1.39068 -1.03025 -1.16770
13 P 0.32590 -0.46117 -0.82695
14 C 0.57827 -1.06781 0.89759
15 C 1.27983 -2.27805 0.94248
16 C 1.45697 -2.98317 2.12575
17 C 0.95149 -2.46733 3.30238
18 C 0.25244 -1.26694 3.27529
19 C 0.03570 -0.56203 2.09856
20 C -0.74116 0.71960 2.17209
21 C 0.12236 1.35004 -0.70942
22 C -1.10797 1.99584 -0.76827
23 C -1.20818 3.36936 -0.60917
24 C -0.05731 4.10877 -0.37224
25 C 1.17694 3.48094 -0.35074
26 C 1.30301 2.10213 -0.55462
27 C 2.64716 1.48130 -0.62623
28 H -1.55015 -0.29011 -4.51137
29 H -0.06885 -0.51783 -3.56001
30 H -1.04296 0.91859 -3.32461
31 H -3.53198 -1.24795 -3.78904
32 H -4.89239 -2.42734 -2.10371
33 H -4.00191 -2.72700 0.19917
34 H -1.78687 -1.84760 0.77540
35 H 1.68106 -2.68163 0.02098
36 H 2.01517 -3.91062 2.11543
37 H 1.09901 -2.98429 4.24253
38 H -0.13620 -0.85820 4.20110
39 H -1.12624 0.86426 3.18202
40 H -1.58578 0.71660 1.48191
41 H -0.11588 1.57799 1.91836
42 H -2.01000 1.40877 -0.90461
43 H -2.17747 3.85128 -0.64689
44 H -0.11718 5.17966 -0.21699
45 H 2.07728 4.06166 -0.18714
46 H 3.43253 2.21208 -0.44593
47 H 2.78178 0.98944 -1.59005

Summary:
Energy above the lowest of the compared OMol25 structures with the same formula, charge and spin in kJ/mol: 34.4
Charge: -1

Here are the natural (NBO) charges for atoms 1 to 6, given in e: 0.384, -0.439, -0.199, 0.160, -0.513, -0.651

=====

Entry from the Open Molecules 2025 dataset: a cluster of 3 separate species, C24H34BINO12PS2 in total in a non-equilibrium geometry (wB97M-V/def2-TZVPD).

Atoms and positions in Å:
1 C -6.31910 -0.91865 3.02698
2 B -5.29456 0.39040 2.98361
3 O -5.41557 1.57628 3.89129
4 C -4.04071 0.46172 1.87495
5 C -2.70673 -0.22182 2.10350
6 P -2.51041 -1.20245 3.73025
7 O -3.54157 -2.43534 3.86156
8 O -0.91046 -1.94816 3.92117
9 O -2.68469 -0.16513 5.16192
10 C -1.51025 -0.03991 0.94884
11 O -0.30765 -0.52785 1.30309
12 C -1.80865 0.73680 -0.49807
13 C -0.72356 0.82705 -1.73894
14 C 0.76019 0.10007 -1.66656
15 C 1.96917 1.09072 -1.15493
16 C 1.48475 2.65059 -0.92627
17 I 3.04991 0.31600 0.62321
18 C -1.03832 1.65558 -3.15716
19 C 0.03764 1.80730 -4.39514
20 C 0.19223 0.47585 -5.33804
21 O 1.04499 0.58553 -6.39484
22 O -0.51372 -0.79592 -5.11254
23 C -2.51564 2.40108 -3.40032
24 C -3.62088 2.26405 -2.16536
25 N -4.98516 2.92493 -2.44791
26 C -3.28669 1.47774 -0.73577
27 C -4.36795 1.34756 0.49524
28 O -5.57853 1.96582 0.40745
29 H -5.97527 -1.75540 2.25018
30 H -6.34563 -1.34560 4.13783
31 H -7.44093 -0.63591 2.74057
32 H -4.77133 2.27455 3.51552
33 H -0.87676 -2.66467 3.19450
34 H -1.78349 -0.10437 5.64027
35 H 0.71260 -0.92938 -1.06394
36 H 1.05498 -0.22444 -2.77709
37 H 2.79769 1.13591 -2.01301
38 H 0.64023 2.73775 -0.11912
39 H 1.17470 3.20014 -1.93950
40 H 2.43105 3.26296 -0.53626
41 H 1.08395 2.08178 -3.90288
42 H -0.26508 2.76721 -5.03609
43 H -1.48924 -0.56752 -5.25760
44 H -2.77632 2.99290 -4.40377
45 H -5.01797 3.16144 -3.48512
46 H -4.94765 3.83573 -1.93962
47 O 7.23037 1.89089 0.16274
48 S 6.61211 2.49027 1.32662
49 O 5.57607 3.49829 1.22191
50 C 6.03712 1.18541 2.39543
51 C 7.22927 0.87991 3.28995
52 C 7.81098 2.23710 3.68270
53 C 7.90067 3.08236 2.41323
54 H 5.71599 0.32894 1.80018
55 H 5.19737 1.57575 2.97810
56 H 6.93473 0.29531 4.16638
57 H 7.97830 0.30359 2.73384
58 H 7.14416 2.72470 4.40419
59 H 8.79108 2.13480 4.15897
60 H 7.73956 4.14267 2.62371
61 H 8.86034 2.94446 1.90756
62 O -2.15523 -2.14376 -2.14844
63 S -1.02871 -3.05314 -2.13795
64 O 0.27714 -2.67603 -2.64094
65 C -0.84275 -3.70256 -0.48892
66 C -1.73199 -4.93691 -0.46893
67 C -1.48445 -5.64732 -1.79883
68 C -1.53100 -4.58906 -2.89973
69 H -1.13627 -2.94969 0.24457
70 H 0.20869 -3.97242 -0.35218
71 H -1.50472 -5.58216 0.38466
72 H -2.78526 -4.64003 -0.39882
73 H -0.49421 -6.11858 -1.78178
74 H -2.22053 -6.43703 -1.97894
75 H -0.84732 -4.82935 -3.71787
76 H -2.54513 -4.45929 -3.28752

Summary:
Charge: 0

Here are the Mulliken charges for atoms 1 to 6, given in e: -0.762, 0.455, -0.553, -0.416, 0.483, 0.849

=====

no.,LUMO (eV),HOMO-LUMO gap (Eh)
1,2.38,0.2285
2,-2.37,0.2347